Below is a 33-piece molecular cluster, H66O33 overall in a non-equilibrium geometry, with properties calculated with the ωB97M-V functional and the def2-TZVPD basis.

Element x y z (Å)
O -1.1837 5.2354 4.0484
H -1.5414 5.5696 4.8857
H -0.3877 4.7008 4.2179
O 0.4831 3.5155 -1.8993
H -0.3284 3.3141 -1.3861
H 0.7858 2.7642 -2.4143
O -2.3860 0.9600 2.8304
H -2.8663 0.1303 2.6236
H -2.9943 1.5931 3.2957
O 1.6505 -2.7507 -3.4201
H 1.5649 -2.4787 -2.5070
H 0.8631 -2.2622 -3.7855
O 2.6071 -0.6581 -5.3094
H 2.6322 -1.4817 -4.7438
H 2.4827 -1.0359 -6.2300
O 4.8579 -0.5803 -1.2776
H 4.7655 0.1995 -1.8492
H 5.2775 -1.2424 -1.8258
O -3.5840 3.4363 3.4622
H -3.7430 3.8164 2.5322
H -2.7290 3.8756 3.6249
O 1.3112 1.3061 -3.4960
H 0.7399 0.7062 -2.8887
H 1.4479 0.7055 -4.3040
O 1.7234 1.1008 1.4394
H 1.8614 2.0634 1.2310
H 2.6652 0.8002 1.3993
O -0.8800 -0.5949 -3.8085
H -1.2802 -0.7588 -2.9426
H -1.5157 -1.1587 -4.3331
O -2.0571 2.2160 -3.5918
H -1.2900 2.7751 -3.3507
H -1.7787 1.2826 -3.7714
O -3.7460 1.1481 -1.0861
H -3.2860 1.3140 -0.2862
H -3.0996 1.4517 -1.7689
O 4.5436 0.4578 1.6252
H 4.9913 -0.0627 0.8707
H 5.3258 0.8534 2.1250
O -1.8091 5.1051 1.4184
H -1.4329 5.1746 2.3329
H -1.8161 6.0297 1.0370
O 2.0977 -1.2893 -1.1926
H 2.9516 -0.9110 -1.0248
H 1.4774 -0.7063 -0.7368
O 1.2181 3.6122 3.7662
H 1.0917 3.5883 2.8161
H 1.4597 2.6405 3.9908
O -1.1274 -4.2870 -0.1737
H -0.9272 -5.2089 0.0489
H -0.4020 -3.7950 0.2479
O -1.7044 2.1791 0.4507
H -1.8578 1.7630 1.3445
H -1.9146 3.1246 0.5578
O 0.3965 -0.2055 3.6081
H 0.8440 0.3955 2.9348
H -0.6215 -0.2246 3.6697
O -4.8663 -1.1693 -0.2475
H -5.6320 -1.4866 -0.7579
H -4.5031 -0.4447 -0.7174
O 1.9684 -3.7773 0.1441
H 2.0741 -3.6882 1.1027
H 1.7363 -2.9284 -0.3202
O 0.8550 -2.6091 2.3733
H 0.6953 -1.8304 2.8787
H 0.2294 -3.2560 2.7011
O 1.8219 3.8185 0.8859
H 2.7193 4.1828 0.7739
H 1.5043 3.8014 -0.0036
O -1.6287 -0.4728 5.9787
H -0.8109 -1.0016 5.9074
H -1.2918 0.3376 5.6491
O 0.9277 -6.4937 0.0192
H 1.3709 -5.6102 0.0681
H 1.2758 -6.7032 -0.8515
O -0.9304 -5.0765 -3.5095
H -0.1055 -4.5357 -3.5653
H -1.1285 -5.1874 -2.5450
O 3.9725 1.8281 -2.2973
H 3.1561 1.3005 -2.4231
H 4.0579 2.4514 -3.0175
O -1.8976 -1.7883 -0.9304
H -2.8638 -1.6848 -0.9891
H -1.7401 -2.7582 -0.7908
O -2.7997 -2.8203 -3.5017
H -2.2568 -3.6342 -3.6309
H -3.5274 -2.8523 -4.0775
O 4.7754 3.4052 -0.0376
H 4.6909 2.7484 0.6123
H 4.3605 2.9162 -0.7793
O -1.5113 -3.8120 3.4327
H -2.1859 -3.5448 2.8119
H -1.4127 -3.0066 3.9174
O -3.1198 -1.6741 2.1034
H -2.5923 -1.7362 1.2774
H -4.0250 -1.6779 1.7867
O -0.1228 0.4342 -1.1158
H -0.6537 -0.3315 -0.8528
H -0.4124 1.1566 -0.4929

Computed properties:
Frontier orbital gap: 10.884 eV
Energy above the lowest of the compared OMol25 structures with the same formula, charge and spin: 27.8 kcal/mol
2S+1: 1
Charge: 0
E: -68644.982 eV
Highest occupied orbital energy: -10.923 eV